A cluster of 8 separate species, C23H49Br14N2OS in total, computed with the ωB97M-V functional and the def2-TZVPD basis.

Element x y z (Å)
N1 -5.508 1.346 2.608
C1 -4.660 1.364 1.399
C2 -5.398 0.710 0.219
C3 -4.539 0.077 -0.887
C4 -3.791 1.035 -1.825
S1 -2.076 1.517 -1.447
C5 -1.401 0.253 -0.349
C6 -0.371 0.849 0.595
O1 -0.580 0.888 1.756
C7 -2.110 3.024 -0.434
C8 -2.894 4.161 -1.108
C9 -4.348 4.366 -0.658
N2 -4.464 5.071 0.613
H1 -5.948 2.252 2.741
H2 -4.916 1.230 3.427
H3 -4.406 2.401 1.138
H4 -3.739 0.820 1.634
H5 -6.019 -0.086 0.645
H6 -6.085 1.438 -0.234
H7 -3.875 -0.693 -0.485
H8 -5.202 -0.487 -1.553
H9 -3.683 0.579 -2.814
H10 -4.355 1.961 -1.958
H11 -0.906 -0.470 -1.008
H12 -2.172 -0.222 0.253
H13 0.570 1.226 0.165
H14 -2.425 2.785 0.586
H15 -1.048 3.300 -0.392
H16 -2.827 4.072 -2.203
H17 -2.354 5.086 -0.867
H18 -4.886 3.414 -0.580
H19 -4.856 4.935 -1.450
H20 -4.871 4.514 1.351
H21 -3.593 5.468 0.941
Br1 -1.459 7.155 2.464
C10 -1.604 6.308 4.210
C11 -1.153 4.874 4.160
Br2 -2.449 3.772 3.212
H22 -2.642 6.406 4.513
H23 -0.970 6.881 4.881
H24 -1.070 4.446 5.156
H25 -0.212 4.752 3.635
Br3 4.174 1.463 3.642
C12 2.971 0.276 4.606
C13 1.528 0.660 4.424
Br4 1.059 2.256 5.430
H26 3.282 0.301 5.645
H27 3.147 -0.715 4.191
H28 0.873 -0.128 4.790
H29 1.288 0.873 3.390
Br5 -2.706 -2.086 -3.099
C14 -3.610 -3.817 -3.096
C15 -5.040 -3.706 -3.557
Br6 -6.186 -2.942 -2.181
H30 -3.524 -4.195 -2.081
H31 -3.030 -4.435 -3.778
H32 -5.451 -4.691 -3.765
H33 -5.139 -3.078 -4.436
Br7 7.772 -2.149 -0.752
C16 7.053 -0.554 0.101
C17 6.227 -0.893 1.314
Br8 4.501 -1.673 0.863
H34 6.492 -0.032 -0.669
H35 7.916 0.040 0.392
H36 5.998 0.001 1.889
H37 6.726 -1.619 1.949
Br9 -0.480 -4.427 -1.133
C18 -0.874 -5.902 0.075
C19 -2.252 -6.456 -0.171
Br10 -3.636 -5.247 0.471
H38 -0.759 -5.517 1.084
H39 -0.118 -6.660 -0.117
H40 -2.399 -7.391 0.363
H41 -2.441 -6.609 -1.229
Br11 2.757 1.205 -3.025
C20 4.243 2.301 -3.642
C21 5.234 1.491 -4.430
Br12 6.287 0.321 -3.294
H42 4.687 2.745 -2.756
H43 3.804 3.079 -4.263
H44 5.943 2.150 -4.925
H45 4.752 0.856 -5.167
Br13 9.720 -7.947 -1.364
C22 8.712 -6.296 -1.187
C23 8.550 -5.586 -2.505
Br14 10.199 -4.733 -3.082
H46 9.237 -5.687 -0.458
H47 7.739 -6.582 -0.793
H48 7.818 -4.786 -2.412
H49 8.253 -6.260 -3.302

Output
* 2S+1: 1
* charge: +1


A structure of composition C29H25N7O9S3Ti, computed with the ωB97M-V functional and the def2-TZVPD basis.

Element x y z (Å)
Ti1 -0.784 -1.607 0.367
O1 -1.352 -1.071 2.760
C1 -1.937 -2.112 3.540
C2 -2.702 -3.006 2.623
C3 -3.820 -3.691 3.068
C4 -4.453 -4.560 2.201
C5 -3.947 -4.707 0.922
C6 -2.839 -3.966 0.554
N1 -2.217 -3.125 1.390
H1 -0.738 -0.583 3.318
H2 -2.595 -1.702 4.306
H3 -1.149 -2.691 4.029
H4 -4.181 -3.537 4.078
H5 -5.331 -5.112 2.517
H6 -4.406 -5.371 0.203
H7 -2.414 -4.044 -0.435
O2 5.321 -4.325 2.819
C7 5.066 -3.112 2.716
O3 5.763 -2.089 2.899
C8 3.612 -2.792 2.351
C9 3.033 -1.604 2.784
C10 1.764 -1.280 2.372
N2 1.045 -2.039 1.533
C11 1.591 -3.205 1.142
C12 2.845 -3.623 1.543
C13 0.694 -4.013 0.232
O4 0.814 -5.205 0.097
O5 -0.214 -3.254 -0.340
H8 3.609 -0.936 3.410
H9 1.304 -0.352 2.692
H10 3.225 -4.586 1.229
S1 -2.984 -0.817 -0.352
C14 -2.818 -0.172 -1.978
C15 -3.934 0.362 -2.620
C16 -3.867 0.852 -3.916
C17 -5.057 1.392 -4.536
N3 -6.017 1.816 -5.008
C18 -2.642 0.816 -4.591
C19 -1.527 0.293 -3.960
C20 -1.585 -0.217 -2.656
S2 -0.153 -0.910 -1.947
C21 -2.531 1.300 -5.953
N4 -2.440 1.690 -7.031
H11 -4.880 0.391 -2.093
H12 -0.580 0.278 -4.483
C22 4.281 3.069 -2.070
C23 3.432 4.238 -2.559
S3 1.688 4.096 -2.246
O6 1.048 5.145 -2.996
O7 1.298 2.718 -2.407
C24 1.467 4.541 -0.546
C25 1.784 3.510 0.537
N5 0.754 2.484 0.739
C26 0.872 1.181 0.422
N6 -0.231 0.503 0.772
C27 -1.083 1.402 1.331
C28 -0.493 2.616 1.336
N7 -1.017 3.819 1.923
O8 -2.054 3.727 2.541
O9 -0.386 4.855 1.765
C29 2.095 0.616 -0.201
H13 5.249 3.083 -2.570
H14 3.800 2.120 -2.300
H15 4.472 3.114 -0.997
H16 3.449 4.328 -3.648
H17 3.736 5.199 -2.139
H18 0.428 4.862 -0.502
H19 2.087 5.427 -0.388
H20 1.900 4.052 1.468
H21 2.708 2.979 0.337
H22 -2.065 1.141 1.679
H23 2.984 0.886 0.374
H24 2.182 0.978 -1.223
H25 2.024 -0.463 -0.232

Output
* 2S+1: 2
* charge: -1


A cluster of 10 separate species, C36H62N2O24 in total, computed with the ωB97M-V functional and the def2-TZVPD basis.

Element x y z (Å)
C1 0.178 -5.922 -2.504
C2 -0.922 -6.906 -2.064
C3 -2.075 -7.286 -3.017
O1 -1.939 -8.726 -3.186
C4 -0.951 -9.135 -2.455
O2 -0.657 -10.274 -2.163
O3 -0.374 -8.211 -1.778
H1 0.748 -6.380 -3.246
H2 0.824 -5.785 -1.754
H3 -0.229 -4.931 -2.906
H4 -1.314 -6.387 -1.139
H5 -2.155 -6.650 -3.935
H6 -2.951 -7.124 -2.353
C5 -1.533 2.094 1.066
C6 -1.912 0.697 1.615
C7 -2.648 0.702 3.006
O4 -3.759 -0.101 2.813
C8 -3.946 -0.446 1.591
O5 -4.896 -1.023 1.093
O6 -3.027 0.089 0.897
H7 -2.172 2.857 1.301
H8 -1.223 2.043 0.029
H9 -0.549 2.291 1.463
H10 -1.091 -0.040 1.618
H11 -2.847 1.645 3.352
H12 -2.068 0.509 3.891
C9 0.034 -1.916 -1.979
C10 -0.073 -0.706 -1.000
C11 1.217 -0.270 -0.297
O7 1.473 1.002 -0.779
C12 0.630 1.274 -1.777
O8 0.748 2.288 -2.508
O9 -0.362 0.404 -1.734
H13 -0.557 -1.652 -2.915
H14 -0.366 -2.874 -1.644
H15 0.988 -2.120 -2.429
H16 -0.841 -0.910 -0.232
H17 2.053 -0.896 -0.461
H18 0.944 -0.165 0.801
C13 2.245 3.663 3.093
C14 2.130 2.289 3.852
C15 0.915 2.183 4.773
O10 0.441 0.866 4.542
C16 1.104 0.357 3.561
O11 0.740 -0.740 3.080
O12 1.955 1.166 3.078
H19 2.419 4.343 3.875
H20 1.358 3.858 2.534
H21 3.134 3.801 2.384
H22 2.997 2.141 4.551
H23 0.099 2.855 4.504
H24 1.106 2.391 5.810
C17 -2.811 -3.583 3.276
O13 -1.545 -4.076 3.287
C18 -0.674 -3.712 2.374
O14 -1.152 -3.058 1.251
O15 0.570 -4.016 2.640
C19 1.598 -3.772 1.679
H25 -3.254 -3.499 2.310
H26 -2.730 -2.648 3.780
H27 -3.562 -4.117 3.823
H28 1.653 -2.720 1.458
H29 1.492 -4.355 0.830
H30 2.494 -4.092 2.147
C20 -3.056 1.181 -2.335
O16 -4.198 2.056 -2.500
C21 -4.643 2.874 -1.570
O17 -4.334 2.807 -0.197
O18 -5.516 3.779 -1.964
C22 -5.923 4.857 -1.191
H31 -3.065 0.294 -2.917
H32 -3.098 0.723 -1.338
H33 -2.122 1.648 -2.584
H34 -6.495 4.328 -0.414
H35 -6.476 5.582 -1.754
H36 -5.057 5.345 -0.702
C23 -1.769 4.771 -1.305
O19 -0.890 5.915 -1.072
C24 0.121 5.829 -0.221
O20 0.610 4.609 0.147
O21 0.826 6.991 0.057
C25 2.063 6.923 0.668
H37 -1.288 3.932 -1.725
H38 -2.596 4.807 -1.951
H39 -1.991 4.328 -0.430
H40 1.948 6.877 1.766
H41 2.850 7.594 0.205
H42 2.493 6.007 0.295
C26 7.907 4.340 0.802
O22 7.216 3.904 -0.268
C27 5.882 3.876 -0.220
O23 5.216 3.936 1.025
O24 5.244 3.734 -1.422
C28 3.773 3.662 -1.299
H43 7.712 3.539 1.435
H44 7.504 5.275 1.203
H45 9.022 4.441 0.772
H46 3.483 3.305 -2.260
H47 3.210 4.573 -1.119
H48 3.473 3.004 -0.498
C29 -3.081 -3.458 -1.509
C30 -4.054 -2.838 -2.486
C31 -5.282 -3.650 -2.639
C32 -4.963 -4.983 -3.274
N1 -4.719 -5.989 -3.784
H49 -2.206 -2.959 -1.258
H50 -2.635 -4.325 -1.887
H51 -3.508 -3.856 -0.616
H52 -3.589 -2.695 -3.479
H53 -4.221 -1.866 -2.101
H54 -6.146 -3.097 -3.094
H55 -5.762 -3.892 -1.762
C33 4.383 -0.605 1.312
C34 5.415 -0.106 0.426
C35 4.945 0.061 -0.995
C36 4.194 -1.079 -1.575
N2 3.641 -1.996 -2.038
H56 3.508 0.037 1.189
H57 4.759 -0.578 2.317
H58 4.136 -1.634 1.110
H59 6.306 -0.759 0.395
H60 5.695 0.832 0.785
H61 5.776 0.277 -1.742
H62 4.257 0.961 -1.154

Output
* 2S+1: 1
* SMILES: C[C@H]1COC(=O)O1.C[C@H]1COC(=O)O1.C[C@H]1COC(=O)O1.C[C@H]1COC(=O)O1.COC(=O)OC.COC(=O)OC.COC(=O)OC.COC(=O)OC.CCCC#N.CCCC#N
* charge: 0


| no. | strongest force on any atom (eV Å⁻¹) | calculated total energy (eV) |
| --- | --- | --- |
| 1 | 1.62 | -1021097.628 |
| 2 | 1.62 | -114961.629 |
| 3 | 8.64 | -90448.047 |